The following is a DFT calculation (ωB97M-V/def2-TZVPD) of a 3-piece molecular cluster, C21H46INO6S overall at a distorted geometry.

## Properties
energy: -2029.27074 Eh
molecular weight: 567.57 g/mol
HOMO energy: -4.93 eV
max |F|: 5.269 eV/A
spin multiplicity: 1

Each line ends with the Mulliken charge.
Element x y z (Å)
I1 -5.296 4.314 -0.940  0.115
S1 -2.660 4.160 1.249  0.066
O1 2.748 -0.895 1.018  -0.179
O2 7.159 -1.133 0.334  -0.509
O3 5.492 -1.959 0.848  0.054
O4 9.031 -0.066 0.072  -0.662
O5 1.478 -5.047 -3.216  -0.263
O6 9.005 -2.226 0.040  -0.670
N1 8.401 -1.142 0.148  0.828
C1 -1.851 -2.035 1.248  -0.740
C2 3.419 -1.232 -0.198  -0.586
C3 -1.059 -0.613 1.426  -0.025
C4 -1.952 5.301 -2.835  -1.087
C5 -4.465 3.832 1.003  -0.494
C6 -1.019 -3.581 -0.754  -0.572
C7 -4.898 2.282 1.336  -0.466
C8 3.284 0.272 1.621  -0.855
C9 -1.709 4.415 -1.516  0.019
C10 -2.007 0.275 2.412  -0.552
C11 -0.800 -3.188 0.818  -0.119
C12 -1.716 2.527 1.110  -0.453
C13 0.212 -4.535 -1.166  -0.099
C14 5.348 -2.425 2.181  -0.811
C15 -1.518 1.801 2.553  -0.557
C16 -2.596 6.665 -0.258  -1.243
C17 1.484 -5.673 -4.541  -0.623
C18 4.414 -2.370 0.014  -0.708
C19 -4.831 1.301 0.060  -1.062
C20 0.120 -5.143 -2.658  -0.543
C21 -1.907 5.203 -0.114  0.082
H1 -6.020 2.360 1.630  0.443
H2 2.650 -1.564 -0.905  0.346
H3 -5.840 1.244 -0.478  0.452
H4 -4.361 1.886 2.271  0.279
H5 0.258 -5.392 -0.409  0.299
H6 -1.043 -2.583 -1.323  0.278
H7 -3.068 5.217 -3.109  0.205
H8 -1.369 4.790 -3.701  0.368
H9 -5.036 4.475 1.784  0.563
H10 4.377 0.242 1.671  0.358
H11 -2.020 -4.134 -0.930  0.262
H12 2.895 0.340 2.641  0.233
H13 -3.083 6.880 0.778  0.342
H14 -3.444 6.714 -1.020  0.287
H15 -2.129 1.844 0.293  0.071
H16 -0.025 -0.823 1.870  0.183
H17 -0.826 5.426 0.260  0.462
H18 1.165 -3.870 -1.146  -0.118
H19 4.846 -2.642 -0.955  0.380
H20 2.593 -5.896 -4.778  0.213
H21 -4.023 1.557 -0.710  0.234
H22 -1.561 6.374 -2.783  0.285
H23 -0.098 -6.275 -2.538  0.253
H24 -1.837 7.513 -0.422  0.366
H25 4.344 -2.241 2.577  0.243
H26 -0.641 -4.611 -3.331  0.333
H27 5.569 -3.498 2.224  0.290
H28 1.029 -4.896 -5.263  0.239
H29 2.965 1.160 1.065  0.276
H30 -2.045 2.404 3.373  0.361
H31 -0.989 -0.162 0.365  0.080
H32 6.070 -1.897 2.806  0.226
H33 -0.870 -4.090 1.518  0.376
H34 -4.574 0.233 0.445  0.269
H35 -2.334 -2.276 2.271  0.370
H36 -0.635 3.972 -1.517  0.334
H37 -3.074 0.161 1.997  0.108
H38 -0.385 1.815 2.808  0.312
H39 -2.697 -1.971 0.467  0.229
H40 0.253 -2.725 0.887  -0.194
H41 0.891 -6.653 -4.484  0.271
H42 -2.411 3.490 -1.521  -0.082
H43 -0.651 2.844 0.773  0.511
H44 -1.957 -0.215 3.460  0.385
H45 3.914 -0.354 -0.628  0.391
H46 3.916 -3.258 0.422  0.337

The following is a DFT calculation (ωB97M-V/def2-TZVPD) of a 3-piece molecular cluster, C21H46N2O5P overall at a distorted geometry.

## Properties
energy: -1654.52435 Eh
molecular weight: 437.58 g/mol
HOMO energy (spin up / spin down): -3.42 / -3.42 eV
net charge: -1
max |F|: 8.792 eV/A
spin multiplicity: 3

Each line ends with the Mulliken spin population.
Element x y z (Å)
P1 3.847 -4.442 -2.377  0.001
O1 8.697 -5.649 -1.204  0.000
O2 8.997 -3.214 -1.265  0.000
O3 3.606 -2.940 -1.463  0.001
O4 -1.919 3.073 0.311  0.653
O5 -0.410 -3.651 -1.731  0.683
N1 -0.887 -2.390 -1.324  0.243
N2 -1.132 3.868 1.166  0.278
C1 -0.596 4.187 3.596  0.010
C2 6.691 -4.189 -2.172  0.000
C3 0.766 -2.669 0.593  -0.021
C4 -1.794 2.164 2.940  -0.031
C5 -1.638 3.673 2.566  0.032
C6 8.170 -4.443 -1.506  0.000
C7 5.441 -4.879 -1.363  0.000
C8 -2.991 4.390 2.813  0.017
C9 -0.809 -0.804 0.618  0.033
C10 -0.933 5.359 -0.908  -0.005
C11 -1.160 5.274 0.638  0.024
C12 -3.134 -2.905 0.544  -0.018
C13 -1.692 -3.148 0.961  0.015
C14 -2.692 -0.752 -1.822  0.017
C15 -3.312 -3.081 -0.963  0.018
C16 0.042 6.060 1.234  0.015
C17 -2.500 6.005 0.948  0.020
C18 -0.685 -2.283 0.159  0.010
C19 -2.301 -2.257 -1.814  0.025
C20 -2.965 5.852 2.394  -0.018
C21 -2.484 -2.698 -3.304  -0.004
H1 4.074 -5.625 -3.208  0.000
H2 -3.508 -2.490 -3.646  0.000
H3 -2.325 6.436 3.061  0.000
H4 0.919 -2.477 1.663  0.000
H5 -0.863 6.408 -1.231  0.000
H6 4.623 -3.660 -3.306  0.000
H7 -0.889 3.915 4.618  0.000
H8 -0.517 -0.694 1.669  -0.001
H9 5.583 -6.054 -1.326  0.000
H10 2.655 -4.184 -3.195  0.000
H11 -2.334 -3.773 -3.451  0.000
H12 -0.003 4.861 -1.202  -0.001
H13 0.845 5.386 1.554  -0.010
H14 -2.060 2.048 3.998  -0.001
H15 5.281 -4.389 -0.306  0.000
H16 8.710 -2.582 -2.007  0.000
H17 -2.406 7.073 0.711  0.001
H18 -3.790 -3.615 1.068  0.002
H19 -1.799 -2.159 -3.967  -0.002
H20 -3.292 5.617 0.295  0.000
H21 -0.153 -0.152 0.029  -0.003
H22 -3.794 3.881 2.265  0.003
H23 -4.339 -2.810 -1.237  0.001
H24 -3.281 -0.465 -0.947  0.000
H25 0.503 6.733 0.502  0.001
H26 -0.855 1.621 2.778  0.007
H27 6.644 -4.543 -3.301  0.000
H28 6.455 -3.020 -2.208  0.000
H29 2.988 -5.198 -1.470  0.000
H30 -3.265 4.329 3.875  0.001
H31 -2.583 1.663 2.369  0.002
H32 -3.973 6.279 2.494  0.002
H33 -0.244 6.688 2.082  0.001
H34 -1.822 -0.409 0.559  0.000
H35 0.390 3.745 3.413  -0.006
H36 -1.593 -2.947 2.036  0.001
H37 0.990 -3.729 0.437  -0.001
H38 2.772 -2.476 -1.827  -0.001
H39 -3.297 -0.484 -2.695  0.002
H40 -3.466 -1.910 0.851  0.001
H41 -0.487 5.270 3.609  0.002
H42 1.510 -2.076 0.046  0.004
H43 -1.461 -4.213 0.831  0.005
H44 -3.206 -4.149 -1.194  0.000
H45 -1.757 4.925 -1.483  0.000
H46 -1.807 -0.107 -1.873  -0.009

The following is a DFT calculation (ωB97M-V/def2-TZVPD) of a 4-piece molecular cluster, C21H46N4O10PS3 overall at a distorted geometry.

## Properties
energy: -3334.77469 Eh
molecular weight: 641.79 g/mol
HOMO energy: -11.58 eV
net charge: +1
max |F|: 1.874 eV/A
spin multiplicity: 1
relative energy (zero: lowest compared OMol25 entry of this formula, charge and spin): 0.0 kJ/mol

Each line ends with the Mulliken charge.
Element x y z (Å)
S1 -4.377 -5.563 -0.741  1.128
S2 3.102 -4.577 1.325  1.288
S3 -1.642 7.612 -1.580  1.140
P1 1.526 1.514 4.811  0.264
O1 -0.717 8.815 -2.031  -0.296
O2 1.138 -0.194 -3.138  -0.568
O3 3.034 -4.293 -0.076  -0.599
O4 1.905 -4.603 2.116  -0.678
O5 -5.351 -5.023 -1.870  -0.286
O6 -0.829 6.632 -0.912  -0.604
O7 -3.277 -4.650 -0.608  -0.559
O8 3.909 -5.911 1.561  -0.260
O9 -2.482 7.221 -2.665  -0.605
O10 -4.134 -6.953 -0.948  -0.597
N1 0.980 1.810 0.748  -0.794
N2 3.025 1.249 5.152  -0.661
N3 0.545 0.566 0.455  0.996
N4 1.772 3.286 2.307  -0.559
C1 -4.786 -4.718 -3.166  -0.289
C2 2.400 -1.046 -1.295  -1.300
C3 -1.574 -1.908 1.131  -1.454
C4 0.671 -0.133 2.728  -0.611
C5 1.121 1.110 3.078  -0.029
C6 2.184 5.423 1.323  -1.183
C7 0.408 -0.374 1.365  0.524
C8 1.264 4.331 1.749  0.928
C9 1.267 2.047 2.009  0.508
C10 4.267 -3.486 2.069  -0.950
C11 1.515 0.073 -1.801  0.562
C12 0.461 8.518 -2.816  -0.174
C13 -0.053 -1.743 0.963  -0.571
C14 0.131 8.229 -4.266  -1.016
C15 -5.480 -5.365 0.614  -0.975
C16 3.219 -7.173 1.369  -0.346
C17 -4.519 -5.963 -3.987  -0.998
C18 -2.594 8.498 -0.397  -0.973
C19 3.061 -7.527 -0.095  -0.976
C20 -0.193 4.560 1.549  -0.882
C21 0.256 0.373 -0.965  -1.294
H1 3.895 -2.472 1.937  0.299
H2 1.171 2.865 4.953  0.080
H3 -0.559 -0.324 -1.125  0.399
H4 2.257 -7.149 1.881  0.319
H5 -5.408 -6.589 -4.035  0.273
H6 -0.359 5.029 0.581  0.149
H7 2.038 -2.017 -1.628  0.378
H8 -3.061 9.345 -0.892  0.354
H9 2.663 -8.536 -0.193  0.393
H10 4.020 -7.470 -0.610  0.266
H11 1.049 8.145 -4.848  0.398
H12 -0.485 9.024 -4.686  0.274
H13 -6.387 -5.926 0.410  0.344
H14 -0.423 7.297 -4.369  0.286
H15 5.224 -3.602 1.568  0.349
H16 0.609 0.762 5.573  0.097
H17 -5.526 -4.094 -3.663  0.282
H18 2.379 -6.842 -0.597  0.286
H19 1.086 9.406 -2.746  0.292
H20 -0.105 1.346 -1.293  0.533
H21 2.072 5.611 0.258  0.265
H22 0.408 -2.431 1.672  0.197
H23 -3.883 -4.119 -3.043  0.278
H24 1.012 7.695 -2.359  0.166
H25 -5.694 -4.307 0.743  0.314
H26 -0.544 5.245 2.321  0.387
H27 3.209 5.128 1.524  0.387
H28 4.347 -3.725 3.126  0.341
H29 0.549 -0.916 3.462  0.559
H30 -1.756 -2.072 2.194  0.431
H31 2.505 -1.048 -0.212  0.097
H32 3.119 0.563 5.891  0.250
H33 -4.223 -5.685 -4.999  0.385
H34 2.126 0.981 -1.811  0.252
H35 -1.928 -2.807 0.634  0.429
H36 -1.941 8.826 0.407  0.316
H37 -4.982 -5.763 1.496  0.374
H38 0.315 -2.042 -0.011  0.406
H39 1.992 6.332 1.894  0.337
H40 3.835 -7.916 1.870  0.283
H41 3.397 -0.931 -1.711  0.501
H42 -3.720 -6.561 -3.551  0.297
H43 -0.784 3.649 1.596  0.313
H44 -3.353 7.817 -0.018  0.373
H45 0.834 0.637 -3.516  0.381
H46 -2.143 -1.020 0.864  0.377